1.
Computed, not measured: 2 unconnected molecules or ions with the total composition C29H46F2N3O2Si2, with the ωB97M-V functional and the def2-TZVPD basis.

Values from the calculation:
* ΔE to the lowest compared entry with this formula, charge and spin: 0.000 eV
* E_tot: -60576.3075 eV
* total charge: -1
* E_HOMO: -3.649 eV
* frontier orbital gap: 0.1578 Ha

CARTESIAN COORDINATES (ANGSTROEM)
Si: 1.6350 8.3601 -2.2928
Si: 2.7241 5.6036 -1.8360
F: -1.3132 -5.0313 4.4631
F: 1.9336 -2.5661 1.3224
O: 1.6079 -1.5668 -1.2602
O: -1.9352 -4.6685 -2.5132
N: 1.4326 -4.5639 3.0299
N: 1.6507 6.7031 -2.4835
N: -0.7490 -0.1236 -2.0638
C: -0.7467 0.6616 -0.7879
C: 1.4019 8.9584 -0.5021
C: -6.4313 -7.6012 -0.0375
C: 2.3912 -6.2500 4.5682
C: 4.5294 5.8296 -2.3865
C: 2.3467 -5.7125 3.1367
C: 2.2279 3.8604 -2.3882
C: -3.6168 -5.3963 0.2098
C: -0.3820 -5.3095 1.5405
C: -5.5421 -6.9923 0.4948
C: -0.7836 -6.3614 2.5442
C: 0.9513 -3.4055 0.9863
C: 2.7499 5.5443 0.0659
C: -1.5048 -3.8019 -1.7848
C: -1.5033 2.8332 0.2939
C: 0.6697 -4.4465 1.8606
C: -0.7683 -4.0923 -0.5083
C: -2.2362 -6.0640 -0.0285
C: -1.6572 -2.3651 -2.1193
C: 0.5185 -2.0462 -1.0740
C: -1.8539 -5.8770 3.5087
C: -1.0842 -5.1600 0.3396
C: -0.6965 -1.5130 -1.7772
C: 0.1818 9.0980 -3.2631
C: 3.1821 9.2572 -2.9403
C: -1.8377 2.0771 1.5806
C: -4.5391 -6.1752 1.1786
C: -1.5327 1.9420 -0.9515
C: 0.2494 -3.1997 -0.1689
H: -1.2244 0.0391 -0.0322
H: -0.5369 3.3222 0.4217
H: -4.1400 -5.2970 -0.7377
H: 0.0647 -6.6634 3.1525
H: -1.1471 2.4973 -1.8070
H: -2.5845 1.7450 -1.1705
H: 1.1725 10.0307 -0.4605
H: 1.5301 -6.8785 4.7850
H: 2.3320 -5.4030 5.2506
H: -7.0592 -8.3554 -0.4443
H: -2.2441 3.6244 0.1861
H: 1.7286 5.5058 0.4517
H: 0.2741 0.8925 -0.4794
H: -5.0676 -5.4851 1.8373
H: 3.2868 4.6614 0.4362
H: 3.3188 -6.7791 4.7706
H: -2.5220 -2.0313 -2.6729
H: -2.3091 -6.7214 4.0300
H: 2.0331 -6.4877 2.4442
H: -2.7924 1.5542 1.4834
H: 3.3558 -5.3884 2.8760
H: 2.2495 3.7883 -3.4778
H: 1.2119 3.6389 -2.0489
H: 0.5776 8.4176 -0.0324
H: 2.9009 3.0955 -1.9806
H: 4.5758 5.9583 -3.4697
H: 3.4330 8.8942 -3.9392
H: 2.3028 8.7937 0.0949
H: 5.1459 4.9613 -2.1210
H: -2.6415 -5.3329 2.9866
H: -2.2027 -6.9980 0.5213
H: 1.9321 -3.7059 3.2012
H: 3.2415 6.4249 0.4869
H: 0.1310 0.0913 -2.5294
H: 4.0439 9.0891 -2.2891
H: 3.0244 10.3414 -3.0022
H: -3.4738 -4.3858 0.5900
H: -3.9367 -6.8202 1.8187
H: -2.1612 -6.3138 -1.0782
H: 0.2771 8.8520 -4.3231
H: -0.7604 8.6814 -2.8995
H: -1.1373 -7.2575 2.0444
H: 4.9822 6.7066 -1.9169
H: 0.1343 10.1895 -3.1668
H: -1.0926 1.3193 1.8201
H: -1.8972 2.7497 2.4332


2.
Computed, not measured: a molecular structure, C29H46FN3O2PRuSi at a distorted geometry, with the ωB97M-V functional and the def2-TZVPD basis.

Values from the calculation:
* ΔE to the lowest compared entry with this formula, charge and spin: 1.078 eV
* E_tot: -61842.9982 eV
* total charge: +1
* E_HOMO: -11.228 eV
* frontier orbital gap: 0.2808 Ha

CARTESIAN COORDINATES (ANGSTROEM)
Ru: 0.3453 -0.5269 -0.0995
P: -1.4291 -1.3754 1.0944
Si: 2.0259 1.2289 -2.1215
F: 0.6309 -0.6438 1.9383
O: -1.4072 -1.7553 -1.7801
O: 2.7174 -1.9986 1.0166
N: 1.5215 1.4870 0.5506
N: 1.6867 -1.9853 0.1255
N: -0.2925 -2.0379 -1.2274
C: 0.8817 3.5883 1.8024
C: 5.8532 -0.1735 -1.5441
C: -2.1966 0.1686 1.6120
C: 2.1976 2.1869 -3.6786
C: -2.6640 -3.7468 -0.0554
C: 2.3473 3.5951 -6.0990
C: 3.1997 2.5239 -5.8662
C: 0.0678 -4.1833 -2.3884
C: 0.4568 2.2008 1.3360
C: 1.5478 -3.0955 -0.5182
C: 1.3449 3.2721 -3.9390
C: -3.4440 0.0064 2.4933
C: 0.4109 -3.1096 -1.4167
C: 4.5848 -2.0164 -2.4254
C: 2.4280 -4.2847 -0.3296
C: 2.7234 1.2668 1.4321
C: 3.4797 0.1009 -1.9851
C: 0.3688 0.3667 -1.8872
C: -1.1040 -2.3318 2.6008
C: 3.1245 1.8247 -4.6641
C: 2.3060 3.5663 2.3872
C: 1.4175 3.9730 -5.1342
C: 1.8950 2.3323 -0.6449
C: 4.7115 0.6176 -1.5669
C: 2.7519 2.1366 2.6783
C: -2.8397 -2.2988 0.4207
C: 5.7878 -1.4947 -1.9711
C: 3.4405 -1.2255 -2.4221
C: -0.0225 -3.4180 2.5604
H: 0.7485 4.8056 -5.3188
H: -3.6460 -4.2099 -0.1597
H: 0.1641 3.9203 2.5545
H: -3.2699 -1.6864 -0.3711
H: -2.0939 -4.3500 0.6590
H: 0.6096 3.5799 -3.1971
H: 0.0693 -3.8724 3.5466
H: 3.8005 0.9919 -4.4937
H: 2.4308 -1.3605 1.6839
H: 2.3426 4.1520 3.3045
H: 4.5471 -3.0330 -2.8004
H: 2.5103 -1.6373 -2.8061
H: 3.6072 1.4507 0.8245
H: 0.1021 -0.3030 -2.7014
H: 0.9086 -4.3592 -3.0640
H: -0.1637 -5.1281 -1.8890
H: 4.7910 1.6602 -1.2666
H: 3.9201 2.2291 -6.6204
H: -3.2520 -0.6340 3.3574
H: 2.1140 1.6918 3.4490
H: -3.7455 0.9823 2.8735
H: 0.9362 -2.9994 2.2925
H: -0.4436 1.1055 -1.7599
H: -0.7936 -3.8815 -2.9777
H: 3.7699 2.1318 3.0713
H: 6.6803 -2.1100 -1.9687
H: 3.0082 4.0336 1.6923
H: 0.8224 4.2995 0.9795
H: -0.8719 -1.6057 3.3754
H: 3.2851 -4.2266 -1.0052
H: -0.2751 -4.2136 1.8537
H: 2.8185 -4.3187 0.6839
H: -0.4303 2.2740 0.7098
H: -3.5236 -2.2995 1.2709
H: -4.2868 -0.4051 1.9406
H: 6.7960 0.2440 -1.2129
H: 0.2364 1.5708 2.1834
H: 1.8799 -5.1999 -0.5465
H: -2.1776 -3.7852 -1.0176
H: 1.0836 3.0432 -0.8310
H: -1.4348 0.7268 2.1410
H: -2.0656 -2.7956 2.8335
H: 2.7907 2.9267 -0.4441
H: -2.4406 0.7219 0.7007
H: 2.7444 0.2500 1.7361
H: 2.4087 4.1428 -7.0322


3.
Computed, not measured: a molecular structure, C29H46FeP2Te at a distorted geometry, with the ωB97M-V functional and the def2-TZVPD basis.

Values from the calculation:
* <S²>: 8.807
* ΔE to the lowest compared entry with this formula, charge and spin: 3.209 eV
* E_tot: -91065.2135 eV
* total charge: +1
* multiplicity: 6
* E_HOMO (alpha / beta): -9.360 / -9.357 eV
* frontier orbital gap (alpha / beta): 0.2485 / 0.1588 Ha

CARTESIAN COORDINATES (ANGSTROEM)
Te: 2.6528 0.7767 1.7710
Fe: 1.8756 -1.5026 2.0575
P: -0.6491 1.1013 -4.2301
P: 1.6633 -0.8976 -4.1394
C: -1.1290 1.8926 -0.0805
C: 1.4315 2.6960 3.9093
C: 0.9105 -1.9868 -5.4518
C: 0.3226 -0.3057 -1.6854
C: -0.8753 -0.9468 -1.7840
C: 0.0458 -2.5072 2.2604
C: -0.9232 2.8661 -4.6724
C: -3.1201 -0.6216 2.8534
C: 3.2000 1.9005 5.9650
C: 3.3108 1.3169 4.6922
C: -1.3178 -2.2416 1.9424
C: -2.1483 -3.0546 1.0283
C: 1.3554 3.2863 5.1852
C: 0.9821 -3.4302 1.5337
C: -2.2355 1.1729 0.1629
C: -1.7554 -1.2111 2.7934
C: 2.4131 1.7128 3.6837
C: 0.4212 -1.6953 3.4192
C: -0.7183 -0.8467 3.6765
C: -0.5202 2.1191 -1.4324
C: 0.6929 1.1640 -1.5409
C: -2.2191 -0.3660 -1.9984
C: -0.7523 0.1356 4.7762
C: 2.2228 2.8734 6.2155
C: -2.9963 0.3042 -0.7882
C: 1.6958 -1.8484 4.1948
C: 3.2522 -0.7311 -5.0560
C: 0.9900 0.6805 -4.8876
C: -1.8605 0.3614 -5.4103
H: 1.9715 -2.9472 1.1825
H: -0.1251 3.1562 -1.5024
H: 0.6207 4.0710 5.3709
H: -0.6676 2.4731 0.7421
H: 0.5285 -3.7616 0.5945
H: -1.5945 -3.3724 0.1389
H: -0.1122 3.4875 -4.2843
H: -3.7842 0.9495 -1.2345
H: -0.9502 -0.3454 5.7584
H: -3.7398 -1.1322 3.6008
H: 1.7683 -1.0864 4.9867
H: 1.1532 -0.9807 -1.4103
H: 4.0776 0.5695 4.4691
H: 3.7797 -1.6902 -5.0653
H: -1.4994 0.9330 4.6009
H: -3.0249 -2.4849 0.6960
H: -1.2633 1.9597 -2.2536
H: -2.8773 0.5476 -5.0304
H: -3.5561 -0.4757 -0.2246
H: 0.9125 0.5826 -5.9965
H: 1.2881 1.2885 -0.5934
H: -3.0586 0.4314 3.1431
H: 0.7572 2.9756 3.0851
H: 0.9308 -1.4708 -6.4257
H: 1.5148 -2.9022 -5.5372
H: 2.1230 3.3104 7.2115
H: -0.8755 -2.0317 -1.6005
H: 3.0601 -0.4075 -6.0885
H: -3.6477 -0.6702 1.8963
H: -2.8823 -1.1520 -2.4322
H: -0.9866 2.9808 -5.7580
H: -2.5297 -3.9643 1.5228
H: 1.2683 -4.3264 2.1092
H: 1.6917 1.5185 -4.6885
H: -1.8737 3.1971 -4.2347
H: -1.7653 0.8642 -6.3838
H: -1.7249 -0.7208 -5.5325
H: 3.8869 1.5911 6.7500
H: 0.2363 0.6201 4.8488
H: 2.6412 -1.8155 3.5847
H: -0.1239 -2.2536 -5.2042
H: 1.7088 -2.8494 4.6802
H: 3.8714 0.0192 -4.5576
H: -2.6606 1.2342 1.1743
H: 1.4647 1.4891 -2.2929
H: -2.1502 0.4243 -2.7789


4.
Computed, not measured: 13 unconnected molecules or ions with the total composition C29H47BClN12O2 at a distorted geometry, with the ωB97M-V functional and the def2-TZVPD basis.

Values from the calculation:
* E_tot: -66008.8283 eV
* total charge: -1
* E_HOMO: -4.340 eV
* frontier orbital gap: 0.2155 Ha

CARTESIAN COORDINATES (ANGSTROEM)
Cl: -5.6943 0.2196 0.8637
O: -3.0206 -1.9411 0.7758
O: -2.6301 0.3227 0.3907
N: -5.9999 5.2596 -1.4584
N: 5.9132 1.9530 4.0366
N: 2.7266 -0.6301 3.5438
N: -2.7578 -4.4586 -2.9734
N: -0.0162 4.3224 2.7403
N: 0.1062 2.2105 -6.0745
N: -4.2126 -4.8391 0.6024
N: -4.4325 1.2406 -5.5700
N: 9.9356 2.9828 1.5024
N: 4.9845 -1.4951 -1.7117
N: 1.0269 -0.1540 -1.2921
N: 7.3818 -2.4371 6.6918
C: 3.0048 -1.7108 3.8056
C: 4.5727 -1.4001 -2.7773
C: 1.7910 -0.3310 -0.4562
C: -4.9578 1.8738 -1.1530
C: -3.0886 -1.6775 -0.6167
C: 5.9923 -0.8524 5.1539
C: 4.0484 -1.2708 -4.1326
C: -4.8551 0.3537 -0.7660
C: -0.7552 2.4943 -3.6298
C: 6.9243 2.4860 4.1423
C: -0.9123 3.7529 2.3026
C: -0.2737 2.3347 -4.9988
C: 3.3418 -3.0936 4.1305
C: 10.1926 1.8902 1.7401
C: -3.3840 -0.1261 -0.6959
C: -5.1246 -4.2042 0.8795
C: -2.2674 -5.0188 -2.1003
C: 2.7487 -0.5634 0.6187
C: 8.2117 3.1603 4.2708
C: -1.6369 -5.7314 -0.9941
C: -6.2816 -3.3801 1.2110
C: -4.1067 0.1746 -5.2978
C: 6.7703 -1.7401 6.0150
C: -2.0524 3.0288 1.7463
C: -7.0598 5.0678 -1.8494
C: -4.5774 2.1462 -2.6493
C: -8.4076 4.8126 -2.3470
C: -3.6788 -1.1739 -4.9339
C: 10.5161 0.4988 2.0380
B: -2.0945 -0.8414 1.1801
H: -8.4119 4.0035 -3.0773
H: 2.4660 -3.7389 4.0637
H: 8.0863 4.2161 4.5105
H: 5.9946 -1.1958 4.1194
H: 11.2529 0.1061 1.3378
H: -6.0077 2.1932 -1.0172
H: -2.0079 -1.7273 -0.9132
H: 4.0953 -3.4885 3.4483
H: -9.0808 4.5302 -1.5378
H: 2.6331 -1.5586 1.0413
H: 9.6311 -0.1344 1.9753
H: -4.4769 3.2440 -2.7675
H: -1.3193 1.6246 -3.2939
H: 8.7864 3.0972 3.3431
H: 8.8137 2.7144 5.0641
H: -2.3323 -5.8800 -0.1682
H: -2.7693 2.7589 2.5212
H: -2.9134 -1.5434 -5.6159
H: 3.7373 -3.1781 5.1433
H: -0.9495 -1.1839 0.9090
H: -5.3533 1.8242 -3.3630
H: -3.6616 -2.3839 -1.2406
H: -7.2133 -3.9245 1.0501
H: 10.9266 0.3942 3.0424
H: -1.7463 2.1043 1.2538
H: 4.9527 -0.7941 5.4744
H: 4.8414 -1.0375 -4.8431
H: -6.2641 -3.0595 2.2520
H: -6.3153 -2.4813 0.5966
H: -0.7792 -5.1837 -0.6033
H: -8.8246 5.6960 -2.8305
H: 3.5708 -2.1935 -4.4609
H: -1.2822 -6.7141 -1.3096
H: -2.0078 -0.6406 2.3742
H: -4.2986 2.4635 -0.4949
H: -5.4688 -0.1851 -1.5097
H: -1.4056 3.3637 -3.5314
H: 3.3049 -0.4759 -4.1931
H: 6.3894 0.1610 5.1594
H: -2.9872 0.1358 -1.7104
H: -2.5818 3.6313 1.0073
H: -3.2616 -1.2000 -3.9255
H: 3.7732 -0.4779 0.2564
H: -3.6293 1.6983 -2.9771
H: 0.0686 2.6305 -2.9294
H: 2.6267 0.1499 1.4281
H: -4.5124 -1.8753 -4.9620


5.
Computed, not measured: 7 unconnected molecules or ions with the total composition C29H47BN6O at a distorted geometry, with the ωB97M-V functional and the def2-TZVPD basis.

Values from the calculation:
* ΔE to the lowest compared entry with this formula, charge and spin: 5.480 eV
* E_tot: -42476.0368 eV
* total charge: 0
* E_HOMO: -7.086 eV
* frontier orbital gap: 0.1188 Ha

CARTESIAN COORDINATES (ANGSTROEM)
O: 34.0600 13.4460 37.2120
N: 35.7990 7.5130 37.9760
N: 36.6480 6.1090 43.6670
N: 32.4230 5.6780 40.1860
N: 36.0400 11.2460 41.2520
N: 33.2650 12.6920 36.6900
N: 34.3100 10.2940 43.8040
C: 36.8780 4.4690 42.0130
C: 31.9120 12.6540 37.0940
C: 31.8050 10.4600 35.6650
C: 32.7240 9.1850 45.1200
C: 30.9480 4.1550 39.2660
C: 30.9790 13.6450 36.2210
C: 35.5330 12.5540 41.7790
C: 31.7510 13.1060 38.4870
C: 37.0080 6.5820 36.0570
C: 36.6010 13.2710 42.4340
C: 36.9830 7.5500 37.2920
C: 37.7020 12.1360 42.7530
C: 32.0980 3.3030 39.9560
C: 36.2540 5.7090 41.4100
C: 31.3060 11.2670 37.0020
C: 33.3580 9.2630 43.7230
C: 34.3870 10.8970 45.0550
C: 35.4220 11.9460 35.6890
C: 35.5420 6.0030 36.1590
C: 37.0990 4.7790 43.5370
C: 33.5640 10.0710 46.0180
C: 37.2130 10.9350 41.9740
C: 33.6500 12.8610 34.2780
C: 33.2430 10.5020 35.4650
C: 34.8250 6.6660 37.4060
C: 36.0900 6.6950 42.6030
C: 33.8810 11.9640 35.5090
C: 31.3180 5.5990 39.4650
C: 33.0930 4.5230 40.4790
B: 33.7470 9.5100 39.8390
H: 37.6530 6.6950 35.4050
H: 37.6770 9.8720 41.7230
H: 32.1920 12.6530 39.2080
H: 38.5530 12.0180 43.3330
H: 32.6160 12.5820 33.7570
H: 30.9360 14.7660 36.2790
H: 33.9230 4.3490 41.0610
H: 34.8410 10.7850 43.0900
H: 33.6250 10.2100 46.9710
H: 33.9360 6.3450 37.8760
H: 35.8590 6.0070 40.5520
H: 33.2570 8.5530 42.8670
H: 32.9720 8.9410 39.0290
H: 32.2660 2.3940 40.0580
H: 32.8240 6.6190 40.5070
H: 35.6180 11.7620 36.6990
H: 33.0980 10.2210 40.5920
H: 30.7630 6.6310 39.2140
H: 36.4370 14.1710 42.8110
H: 37.0540 3.4560 41.4210
H: 37.6360 4.2530 44.3720
H: 31.0290 13.3750 35.1620
H: 34.9580 5.4280 35.4640
H: 31.9220 8.2200 45.2540
H: 32.0310 14.3410 38.6700
H: 35.5080 10.6770 40.5170
H: 29.8330 13.5910 36.5080
H: 34.4730 8.6930 40.4050
H: 35.5090 8.1640 38.5610
H: 30.1430 3.9660 38.7610
H: 36.6390 6.5370 44.5970
H: 34.4170 12.5490 33.5290
H: 30.7390 13.1020 38.8540
H: 33.6420 13.8760 34.5460
H: 31.5590 9.2860 35.9210
H: 33.6490 10.2730 34.5990
H: 35.8550 7.6000 42.6560
H: 31.3310 10.7490 34.8820
H: 36.0250 11.5020 34.8330
H: 34.4750 10.4640 39.1840
H: 34.5770 12.9880 41.5170
H: 35.1690 11.6990 45.0420
H: 31.6890 10.7520 37.8190
H: 37.8150 8.2640 37.4560
H: 35.7100 12.9410 35.7030
H: 33.6380 10.0330 36.4330
H: 30.2190 11.1900 37.2510